# 1
The following is a quantum chemistry calculation of a cluster of 2 separate species, C35H49N4O in total in a non-equilibrium geometry, from the Open Molecules 2025 dataset.

```
89
Properties=species:S:1:pos:R:3:lowdin_charge:R:1
C 4.3692 1.1374 1.4799 -0.093
N 2.9543 0.9310 1.2636 -0.237
C 2.5053 -0.3346 1.7763 -0.202
C 1.0584 -0.6022 1.4131 -0.174
N 0.2198 0.4876 1.8614 -0.095
C -1.1369 0.2037 1.9941 -0.213
C -1.7164 -0.9599 1.5339 -0.090
C -3.1570 -1.0577 1.1654 -0.208
C -4.0900 -0.0335 1.8584 -0.190
C -3.4299 1.3121 2.1917 -0.188
C -2.0000 1.1959 2.7541 -0.121
C 0.6516 1.7757 1.3188 -0.131
C 2.1139 2.0456 1.6375 -0.182
H 4.7364 1.9694 0.8710 0.088
H 4.6277 1.3456 2.5310 0.088
H 4.9073 0.2309 1.1827 0.085
H 3.1411 -1.1125 1.3320 0.124
H 2.5984 -0.3942 2.8821 0.128
H 0.9727 -0.7276 0.3173 0.142
H 0.7680 -1.5260 1.9255 0.074
H -1.0992 -1.7871 1.1895 0.071
H -3.3043 -0.9375 0.0735 0.118
H -3.4970 -2.0846 1.3710 0.078
H -4.9434 0.1674 1.1989 0.108
H -4.4970 -0.5006 2.7648 0.107
H -3.4239 1.9519 1.2967 0.116
H -4.0657 1.8475 2.9149 0.113
H -2.1062 0.8180 3.7871 0.127
H -1.5392 2.1912 2.8476 0.104
H 0.5488 1.7639 0.2209 0.133
H 0.0297 2.5790 1.7146 0.112
H 2.2142 2.2895 2.7121 0.128
H 2.4638 2.9154 1.0688 0.128
C -4.7023 -9.9523 3.4581 -0.016
N -4.3679 -8.7671 2.7029 -0.028
C -5.1523 -8.4510 1.6189 -0.421
O -5.9399 -9.2164 1.0729 0.102
C -4.8874 -7.0020 1.2783 -0.156
C -6.0803 -6.1272 1.6573 -0.068
C -6.5416 -6.4019 3.0697 -0.224
C -7.4582 -7.4319 3.3131 -0.044
C -7.8626 -7.7416 4.6062 -0.065
C -7.3496 -7.0138 5.6902 -0.072
C -6.4513 -5.9656 5.4546 -0.076
C -6.0662 -5.6515 4.1505 -0.050
N -3.6830 -6.7077 2.0673 0.060
C -3.2305 -5.4351 2.1623 -0.001
C -2.5274 -4.9256 3.2559 -0.075
C -1.5904 -3.8874 3.1695 0.069
C -0.4724 -3.8535 4.0926 -0.191
C 0.8577 -3.4883 3.7222 -0.008
C 1.8951 -3.5108 4.6572 -0.052
C 1.6718 -3.9609 5.9678 -0.047
C 0.3970 -4.3992 6.3231 -0.065
C -0.6498 -4.3490 5.4166 -0.030
C -3.2716 -7.8407 2.9478 -0.155
C -1.8638 -8.4900 2.6366 -0.530
C -1.8307 -8.9318 1.1725 -0.025
C -1.6441 -9.6980 3.5398 -0.044
C -0.7527 -7.4855 2.8955 -0.046
H -5.7798 -9.9471 3.6842 0.100
H -4.4836 -10.8610 2.8741 0.106
H -4.1481 -9.9748 4.4003 0.094
H -4.6509 -6.9398 0.2067 0.175
H -5.8257 -5.0712 1.5248 0.121
H -6.8899 -6.3876 0.9648 0.141
H -7.8579 -7.9923 2.4611 0.125
H -8.5711 -8.5617 4.7639 0.116
H -7.6458 -7.2781 6.7047 0.107
H -6.0455 -5.3914 6.2955 0.108
H -5.3969 -4.8059 3.9633 0.105
H -3.4643 -4.7673 1.3256 0.156
H -2.6948 -5.4108 4.2286 0.109
H -1.6306 -3.2096 2.3205 0.084
H 1.0720 -3.2674 2.6724 0.107
H 2.8981 -3.1949 4.3699 0.114
H 2.4795 -3.9739 6.7037 0.118
H 0.2064 -4.7887 7.3303 0.119
H -1.6381 -4.7096 5.7141 0.111
H -3.2888 -7.5298 4.0117 0.165
H -1.9363 -8.0801 0.4918 0.088
H -0.8610 -9.4065 0.9685 0.101
H -2.6135 -9.6694 0.9585 0.095
H -1.7653 -9.4290 4.5973 0.098
H -2.3220 -10.5197 3.2924 0.073
H -0.6208 -10.0715 3.4014 0.101
H -0.7953 -7.1056 3.9241 0.089
H 0.2246 -7.9697 2.7529 0.103
H -0.8061 -6.6447 2.1989 0.080
```

Values from the calculation:
E_LUMO	-0.1753	Eh
charge	+1
energy	-45090.7912	eV
molecular weight	541.80	g mol⁻¹
gap between HOMO and LUMO	0.182	Ha
highest occupied orbital energy	-9.714	eV

# 2
The following is a quantum chemistry calculation of a structure of composition C35H50BF5GeMnN11O2SeSi3 in a non-equilibrium geometry, from the Open Molecules 2025 dataset.

```
110
Properties=species:S:1:pos:R:3:mulliken_spin:R:1
Mn -0.2457 -0.2436 -0.2162 4.247
C 1.8440 -0.9254 3.6687 0.006
C 1.5000 -0.0915 2.6062 -0.028
N 0.6233 -0.6761 1.7961 0.012
N 0.4120 -1.9168 2.3068 -0.016
C 1.1329 -2.0791 3.4313 0.007
B -0.2300 -3.0525 1.4738 -0.082
N 0.6943 -3.2267 0.2038 -0.021
C 1.4494 -4.2118 -0.3119 0.009
C 2.0696 -3.7528 -1.4576 0.008
C 1.6288 -2.4372 -1.5763 -0.009
N 0.8072 -2.1274 -0.5760 0.127
N -1.6348 -2.6400 0.9646 -0.033
C -2.7242 -3.4186 0.8927 0.006
C -3.7287 -2.7089 0.2651 0.004
C -3.1495 -1.4743 -0.0162 -0.026
N -1.8934 -1.4334 0.4121 0.072
N -0.4004 -4.2723 2.3583 -0.002
C 0.0427 -5.5596 2.3436 -0.001
C -0.4607 -6.1956 3.4453 0.000
C -1.2213 -5.2050 4.0990 0.000
N -1.1857 -4.0573 3.4507 0.000
H 2.5286 -0.7254 4.4747 0.001
H 1.8413 0.9050 2.3859 0.014
H 1.0946 -3.0022 3.9845 0.000
H 1.5196 -5.1755 0.1504 -0.004
H 2.7424 -4.2932 -2.1014 0.004
H 1.8676 -1.6988 -2.3276 -0.001
H -2.7220 -4.4146 1.3034 0.000
H -4.7372 -3.0314 0.0721 0.000
H -3.5767 -0.6037 -0.4815 0.025
H 0.6725 -5.9504 1.5698 -0.001
H -0.3080 -7.2209 3.7352 0.000
H -1.7884 -5.2850 5.0141 0.000
N 1.9652 4.5675 -5.0581 0.000
C 2.6106 3.4572 -4.6273 -0.001
O 3.6900 3.0939 -5.0376 0.001
C 1.8956 2.6506 -3.5703 -0.005
C 0.5265 2.4325 -3.5813 0.013
C -0.0359 1.6442 -2.5952 0.031
N 0.6891 1.0945 -1.6150 -0.079
C 2.0164 1.3069 -1.6116 0.067
C 2.6544 2.0623 -2.5720 0.003
H 2.4298 5.1500 -5.7350 0.000
H 1.1391 4.9153 -4.6062 0.000
H -0.1071 2.8424 -4.3576 0.001
H -1.0928 1.4377 -2.5802 0.026
H 2.5849 0.8364 -0.8203 -0.023
H 3.7287 2.1873 -2.5501 0.000
C -0.8859 -2.5299 -3.9863 -0.001
C -1.7949 -1.6043 -3.2283 0.014
N -3.0893 -1.5971 -3.5907 0.001
O -1.3845 -0.8756 -2.3261 -0.003
H -1.4209 -3.1723 -4.6830 0.000
H -0.3392 -3.1456 -3.2737 -0.001
H -0.1608 -1.9309 -4.5384 0.000
H -3.4398 -2.1957 -4.3163 0.000
H -3.7378 -1.0158 -3.0867 0.000
F 7.9363 -3.7227 -2.8922 0.010
C 7.0332 -3.1541 -2.1129 0.096
C 6.4729 -3.8755 -1.0692 -0.027
F 6.8490 -5.1338 -0.8666 -0.003
C 5.5306 -3.2783 -0.2583 0.049
F 5.0221 -4.0056 0.7282 0.007
C 5.1173 -1.9540 -0.4643 -0.050
Se 3.8370 -1.1580 0.6343 0.831
C 5.7010 -1.2625 -1.5356 0.043
F 5.3428 -0.0087 -1.8072 0.006
C 6.6484 -1.8428 -2.3505 -0.027
F 7.1899 -1.1727 -3.3609 -0.003
C -4.8086 1.6387 -0.0177 0.000
Si -3.2621 2.6443 -0.3570 -0.017
C -3.5409 4.3900 0.2401 -0.026
C -3.1596 2.7925 -2.2286 0.003
Ge -1.3701 1.6930 0.8015 -0.174
Si -2.1293 1.3076 3.0554 0.019
C -2.9114 -0.3420 3.3811 0.003
C -0.7297 1.5597 4.2704 -0.002
C -3.4159 2.6105 3.4235 -0.029
Si 0.1533 3.5502 0.8867 -0.050
C 0.0947 4.4156 -0.7785 0.000
C -0.5001 4.7240 2.1833 -0.027
C 1.9658 3.2502 1.2489 0.000
H -5.6849 2.2910 -0.0850 0.000
H -4.8120 1.1791 0.9730 -0.001
H -4.9389 0.8489 -0.7619 0.000
H -4.3966 4.7989 -0.3063 -0.003
H -2.6803 5.0306 0.0363 0.003
H -3.7646 4.4455 1.3029 0.003
H -3.9391 3.4894 -2.5516 0.001
H -3.3460 1.8376 -2.7301 -0.001
H -2.2059 3.1832 -2.5831 -0.003
H -2.1872 -1.1585 3.4134 -0.002
H -3.6758 -0.5886 2.6436 -0.002
H -3.4016 -0.2950 4.3595 0.001
H -0.3040 0.6015 4.5715 0.000
H -1.1142 2.0559 5.1670 0.000
H 0.0818 2.1701 3.8728 0.000
H -4.3114 2.5062 2.8070 0.002
H -3.0211 3.6191 3.2976 0.004
H -3.7191 2.5064 4.4707 -0.003
H -0.8758 4.3163 -1.2611 -0.002
H 0.8555 4.0090 -1.4518 0.001
H 0.2975 5.4844 -0.6569 0.001
H -1.5446 4.9795 2.0041 0.002
H 0.0798 5.6530 2.1664 -0.001
H -0.4259 4.3037 3.1872 0.002
H 2.3806 2.3596 0.7737 0.003
H 2.1582 3.1870 2.3231 0.000
H 2.5240 4.1110 0.8681 0.001
```

Values from the calculation:
E_LUMO (spin up / spin down)	-0.1245 / -0.1683	Eh
charge	+1
energy	-248673.0247	eV
molecular weight	1053.43	g mol⁻¹
spin multiplicity	6
gap between HOMO and LUMO (spin up / spin down)	0.269 / 0.218	Ha
highest occupied orbital energy (spin up / spin down)	-10.714 / -10.514	eV